[1]
11
Properties=species:S:1:pos:R:3:forces:R:3 method="wB97M-V/def2-TZVPD" relative_energy_kj_mol=32.21 homo_ha=-0.3705 smiles="NC=O.O=CO" orbital_gap_ev=10.9
C -0.276 -1.346 1.309 -0.670 0.401 0.656
N -1.576 -1.136 0.936 0.110 -1.089 -0.457
O 0.366 -0.539 1.934 0.383 0.319 -0.043
H 0.163 -2.329 1.087 -0.373 -0.138 -0.441
H -2.074 -0.306 1.203 0.275 0.205 0.120
H -2.127 -1.890 0.540 0.341 0.300 0.121
O 0.170 1.973 -0.591 0.125 0.075 0.624
C 0.864 1.793 -1.543 -0.780 -0.060 -1.046
O 1.857 0.903 -1.640 0.047 0.409 0.279
H 0.669 2.282 -2.504 0.312 0.064 -0.112
H 1.965 0.595 -0.732 0.230 -0.485 0.299

=====

[2]
31
Properties=species:S:1:pos:R:3:forces:R:3 method="wB97M-V/def2-TZVPD" multiplicity=2 charge=-4 relative_energy_kj_mol=0.00 homo_ha="0.1622 / 0.1624" orbital_gap_ev="4.0 / 4.0"
Cu -0.529 0.667 0.244 1.195 -2.608 0.187
S -0.301 -0.616 -2.828 -0.707 -0.126 -0.362
O 0.551 -1.768 -3.117 -0.198 0.405 -0.058
O 0.147 -0.013 -1.494 0.181 0.440 0.328
O -0.153 0.456 -3.832 0.148 0.320 -0.350
O -1.734 -0.976 -2.710 0.070 -0.283 -0.081
S -1.382 -2.629 1.204 -0.490 -1.080 1.246
O -0.941 -1.282 0.758 0.149 0.717 -0.265
O -0.337 -3.637 0.950 0.300 -0.001 -0.582
O -1.580 -2.601 2.680 -0.729 0.429 0.163
O -2.636 -2.998 0.498 -0.194 0.201 0.040
S 2.499 0.760 2.151 0.229 -0.162 0.905
O 2.880 2.198 2.218 0.130 0.699 0.017
O 3.502 -0.010 1.414 0.171 0.213 -0.393
O 2.384 0.214 3.533 -0.165 0.268 0.051
O 1.139 0.690 1.513 -0.563 0.243 -0.558
O 1.792 -2.063 -0.143 -0.003 -0.447 0.129
H 1.109 -2.376 0.491 0.440 0.079 -0.570
H 1.286 -1.529 -0.769 0.030 -0.145 0.201
O -2.623 0.320 -0.642 -0.624 0.508 0.237
H -2.487 -0.480 -1.208 0.474 0.076 -0.167
H -3.541 0.572 -0.749 0.019 -0.032 0.026
O 2.425 1.493 -1.656 0.070 0.282 -0.689
H 3.182 0.904 -1.608 -0.121 -0.106 0.468
H 1.656 0.887 -1.745 0.123 0.108 0.259
O -0.511 2.624 -0.682 -0.603 0.763 0.398
H -0.321 3.389 -0.131 0.442 -0.179 0.050
H -0.359 2.893 -1.594 0.246 -0.639 -0.138
O -1.510 1.442 2.151 -0.423 0.682 -0.425
H -1.885 2.323 2.064 0.004 -0.034 0.043
H -1.722 1.145 3.040 0.401 -0.591 -0.110

=====

[3]
44
Properties=species:S:1:pos:R:3:forces:R:3 method="wB97M-V/def2-TZVPD" relative_energy_kj_mol=1825.24 homo_ha=-0.2721 smiles="COc1cccc(NC(=O)CSc2nnc3c(n2)[nH]c2ccc(C)cc23)c1" orbital_gap_ev=6.4
C 1.344 -0.908 -5.127 -3.648 -0.269 -0.069
H 0.760 0.147 -4.976 1.762 -2.416 -0.862
O 1.591 -1.410 -3.751 2.033 1.017 -3.963
C 0.597 -1.751 -2.998 -2.980 -2.785 3.988
C -0.904 -1.540 -3.326 8.809 -5.547 11.768
C -1.578 -1.912 -2.299 -2.979 0.407 0.455
C -1.062 -2.468 -1.172 -14.325 -0.572 4.968
C 0.039 -2.740 -0.755 13.868 -2.685 2.371
C 0.988 -2.439 -1.755 1.745 2.232 -2.905
H 2.092 -2.484 -1.670 -0.666 -0.254 0.232
N 0.720 -3.318 0.570 -6.621 0.803 -4.358
C -0.066 -3.550 1.659 -1.854 2.735 -1.802
O -1.364 -3.389 1.576 5.522 -1.640 1.666
C 0.976 -3.740 2.819 2.205 -1.769 -8.617
H 1.127 -4.827 2.662 1.109 0.540 0.470
H 0.511 -3.639 3.601 -4.380 1.435 8.718
S 2.468 -2.682 2.630 2.063 -4.191 1.391
C 1.855 -1.188 2.408 -5.459 2.242 0.571
N 2.558 -0.097 2.602 5.341 -3.021 0.201
N 2.297 1.029 2.203 -5.750 2.749 -0.212
C 0.809 1.109 1.915 11.174 -0.498 0.696
C 0.252 2.195 1.587 -10.183 7.364 -3.992
C 0.386 3.625 1.462 5.535 0.648 -0.714
C -0.556 4.442 1.008 -6.370 0.047 0.502
C -2.219 3.835 1.043 7.048 15.891 -2.227
C -2.317 2.661 1.069 -7.407 -13.823 -0.506
C -1.289 1.816 1.211 8.363 -5.940 5.263
N -1.241 0.395 1.804 -1.407 1.803 -3.000
C 0.128 -0.006 1.877 -7.784 3.639 0.074
N 0.518 -1.105 2.214 3.359 -6.736 0.970
H -2.050 -0.251 1.689 1.266 0.456 -0.011
H -3.412 2.141 0.880 2.503 1.096 0.579
H -2.810 4.622 0.604 -0.797 -0.190 0.616
C -0.576 5.939 0.676 5.617 -1.914 7.512
H -1.110 6.494 1.455 -0.308 -0.416 0.201
H 0.591 6.201 1.105 -2.872 0.139 -2.491
H -1.032 6.217 -0.152 -0.944 1.185 -4.544
H 1.563 4.086 1.472 -3.262 -1.229 0.164
H 1.686 -3.306 0.473 1.672 -0.172 0.345
H -1.779 -2.826 -0.159 0.870 1.419 -3.404
H -2.550 -1.575 -2.438 -2.484 -0.406 0.941
H -0.801 -1.219 -4.117 -1.123 6.239 -14.338
H 2.247 -0.932 -5.742 0.160 0.601 0.904
H 0.614 -1.651 -5.841 1.575 1.789 2.445